Here is an isolated molecule of C10H14O2 in a non-equilibrium geometry from the Open Molecules 2025 dataset. Energies are from ωB97M-V/def2-TZVPD.

```
26
Properties=species:S:1:pos:R:3:forces:R:3:lowdin_charge:R:1
H 2.69758 0.98896 -0.85669 0.134 -0.002 0.049 0.079
O 1.94665 -1.77497 0.97243 0.211 -0.056 0.121 0.027
H 0.31274 -1.27529 3.45252 0.020 -0.020 0.290 0.102
H -2.17628 -0.45805 3.95601 -0.105 0.067 0.086 0.122
C 0.05967 1.17250 -0.36927 -0.054 0.120 -0.291 -0.107
C 2.09577 1.17246 -1.74337 -0.054 -0.025 0.084 -0.055
H 2.16398 2.23378 -1.98303 0.090 0.036 -0.086 0.083
H 0.54682 -0.66565 -3.05729 0.023 -0.105 -0.075 0.080
C 0.66128 0.79483 -1.49658 -0.441 0.916 -0.020 -0.379
H 0.66432 1.66503 0.38181 0.173 0.015 0.050 0.123
C -0.29451 -0.99434 1.30117 0.156 -0.312 -0.423 -0.205
H -1.01598 -0.25874 -2.33955 -0.141 -0.055 -0.069 0.069
H -2.09032 -1.12765 0.08602 0.002 0.107 0.097 0.156
C 0.72617 -1.35967 0.52872 -0.208 -0.689 0.460 -0.145
C -0.05312 0.14249 -2.64149 -0.003 -0.018 0.248 -0.055
H 1.97496 -1.70864 1.93372 0.026 -0.002 -0.046 0.091
H -2.04130 1.00307 -0.80697 -0.067 0.056 0.017 0.108
O -2.41726 -0.26489 1.91277 -0.440 0.022 0.262 -0.036
H -0.21511 0.87469 -3.43373 -0.009 -0.023 -0.135 0.090
C -1.67675 -0.56413 3.01021 0.429 -0.084 0.028 -0.113
H 0.64945 -1.44602 -0.54081 0.047 0.033 -0.013 0.121
C -1.36442 0.93618 0.04392 -0.043 -0.133 -0.010 -0.097
C -1.58237 -0.43268 0.76336 0.386 0.063 -0.658 -0.237
C -0.43086 -0.97133 2.74222 -0.205 0.129 0.129 -0.014
H 2.51188 0.61030 -2.57441 0.137 -0.060 -0.061 0.072
H -1.65299 1.70776 0.75833 -0.064 0.019 -0.036 0.120
```
Forces are in eV/Å.

Values from the calculation:
highest occupied orbital energy: -7.30 eV
structure (SMILES): CC(C)=CC[C@@H]1OC=C/C1=C\O